Below is a structure of composition CH3O2PS at a distorted geometry, with properties calculated with the ωB97M-V functional and the def2-TZVPD basis.

Computed properties:
**HOMO level**: -0.364 Ha
**Kohn-Sham gap**: 9.189 eV
**Maximum force**: 5.0 eV/A

```
! wB97M-V def2-TZVPD RIJCOSX def2/J DEFGRID3
* xyz 0 1
C 0.26 -0.90 0.23
O -2.38 -1.17 0.34
O -1.57 1.04 0.80
P 1.97 0.57 -0.21
S -1.30 -0.28 0.29
H 0.31 -1.75 -0.46
H 1.53 1.61 0.48
H 1.18 0.88 -1.47
*
```

***

Below is a structure of composition C43H40N3O2P2PtS2 at a distorted geometry, with properties calculated with the ωB97M-V functional and the def2-TZVPD basis.

Computed properties:
**HOMO level**: -0.352 Ha
**Kohn-Sham gap**: 6.930 eV
**Maximum force**: 1.4 eV/A

```
! wB97M-V def2-TZVPD RIJCOSX def2/J DEFGRID3
* xyz 1 1
Pt -0.55 0.03 -0.41
C 4.16 -2.60 5.91
C 3.06 -1.87 5.19
C 3.01 -0.48 5.21
C 2.02 0.21 4.52
C 1.07 -0.51 3.80
C 1.09 -1.89 3.78
C 2.08 -2.57 4.48
S -0.13 0.40 2.89
O 0.57 1.54 2.37
O -1.28 0.65 3.73
N -0.49 -0.60 1.65
C -1.68 -1.31 1.60
C -2.42 -1.85 2.67
C -3.57 -2.55 2.38
C -3.96 -2.72 1.05
C -3.19 -2.16 0.06
N -2.08 -1.46 0.33
H 5.12 -2.39 5.44
H 4.00 -3.68 5.91
H 4.24 -2.27 6.95
H 3.75 0.08 5.77
H 1.98 1.29 4.53
H 0.35 -2.45 3.21
H 2.09 -3.65 4.48
H -2.09 -1.69 3.69
H -4.17 -2.96 3.18
H -4.85 -3.28 0.79
H -3.44 -2.29 -0.98
C 2.05 1.31 -2.05
C 0.97 1.26 -3.11
P -0.23 -0.03 -2.66
C -1.57 0.17 -3.86
C -2.00 -0.86 -4.68
C -3.07 -0.66 -5.55
C -3.71 0.57 -5.59
C -3.30 1.60 -4.75
C -2.24 1.40 -3.88
C 0.62 -1.58 -3.13
C 1.23 -1.70 -4.39
C 1.85 -2.88 -4.77
C 1.86 -3.97 -3.90
C 1.27 -3.86 -2.65
C 0.65 -2.68 -2.27
P 1.36 1.35 -0.33
C 1.28 3.12 0.00
C 1.92 3.70 1.09
C 1.81 5.06 1.32
C 1.04 5.85 0.47
C 0.39 5.28 -0.61
C 0.51 3.92 -0.85
C 2.81 0.63 0.50
C 2.74 -0.66 1.02
C 3.88 -1.27 1.52
C 5.10 -0.61 1.49
C 5.18 0.68 0.96
C 4.04 1.30 0.46
H 2.69 2.18 -2.20
H 2.67 0.42 -2.10
H 1.38 1.04 -4.09
H 0.43 2.21 -3.18
H -1.51 -1.83 -4.65
H -3.40 -1.46 -6.20
H -4.54 0.73 -6.27
H -3.81 2.56 -4.78
H -1.93 2.20 -3.21
H 1.22 -0.86 -5.08
H 2.32 -2.96 -5.74
H 2.33 -4.89 -4.20
H 1.28 -4.71 -1.97
H 0.19 -2.59 -1.30
H 2.50 3.08 1.77
H 2.32 5.51 2.16
H 0.94 6.91 0.66
H -0.22 5.89 -1.27
H -0.03 3.47 -1.68
H 1.79 -1.18 1.02
H 3.81 -2.27 1.94
H 5.99 -1.09 1.86
H 6.13 1.19 0.92
H 4.11 2.29 0.04
S -2.09 2.21 -0.08
C -3.59 1.46 0.17
N -4.30 0.96 -0.88
C -5.53 0.40 -0.79
C -6.14 0.29 0.41
C -5.45 0.76 1.55
C -4.22 1.34 1.44
H -3.83 1.02 -1.78
H -5.98 0.06 -1.72
H -7.13 -0.15 0.48
H -5.91 0.66 2.53
H -3.67 1.70 2.30
*
```

***

Below is an isolated molecule of C5H7N at a distorted geometry, with properties calculated with the ωB97M-V functional and the def2-TZVPD basis.

Computed properties:
**HOMO level**: -0.365 Ha
**Kohn-Sham gap**: 10.927 eV
**Maximum force**: 2.7 eV/A

```
! wB97M-V def2-TZVPD RIJCOSX def2/J DEFGRID3
* xyz 0 1
C 2.25 -0.41 0.22
C 0.21 2.07 -0.15
C 0.12 0.88 0.39
C -0.08 -0.39 -0.42
C -1.00 -1.47 0.19
N 1.31 -0.84 -0.34
H 0.58 3.01 0.36
H 0.36 2.02 -1.20
H 0.21 0.64 1.48
H -0.46 -0.15 -1.39
H -0.96 -1.53 1.27
H -0.55 -2.31 -0.26
H -2.00 -1.51 -0.15
*
```

***

Below is a structure of composition C20H34IrN4OSi2Te at a distorted geometry, with properties calculated with the ωB97M-V functional and the def2-TZVPD basis.

Computed properties:
**HOMO level (spin up / spin down)**: -0.543 / -0.544 Ha
**<S²>**: 0.770
**Kohn-Sham gap (spin up / spin down)**: 6.858 / 6.163 eV
**Maximum force**: 1.5 eV/A

```
! wB97M-V def2-TZVPD RIJCOSX def2/J DEFGRID3
* xyz 2 2
Ir 0.56 0.24 2.02
O -1.51 -3.28 2.96
C -1.04 -2.32 2.54
N -0.59 -1.32 2.00
C 1.94 -2.32 -2.85
Si 1.16 -3.16 -1.39
C 2.09 -2.79 0.20
C 0.89 -4.97 -1.65
C -0.63 -2.44 -1.21
Te -0.65 -0.37 -0.93
C -0.80 0.15 -2.96
Si -2.66 0.48 -3.45
C -3.18 1.89 -2.35
C -2.55 0.92 -5.24
C -3.61 -1.08 -3.10
H 2.96 -2.67 -3.00
H 1.97 -1.23 -2.75
H 1.39 -2.55 -3.77
H 1.84 -3.52 0.97
H 1.86 -1.80 0.60
H 3.17 -2.85 0.03
H 1.85 -5.50 -1.72
H 0.34 -5.16 -2.57
H 0.33 -5.42 -0.82
H -1.12 -2.90 -0.35
H -1.20 -2.64 -2.12
H -0.37 -0.66 -3.55
H -0.25 1.07 -3.13
H -2.59 2.78 -2.55
H -3.07 1.63 -1.29
H -4.23 2.15 -2.51
H -1.86 1.76 -5.39
H -3.53 1.21 -5.62
H -2.19 0.07 -5.83
H -3.57 -1.36 -2.04
H -3.24 -1.92 -3.69
H -4.66 -0.94 -3.35
C -1.09 1.14 6.87
N -0.03 1.74 6.04
C 0.99 2.56 6.71
C 0.02 1.51 4.78
N 0.08 1.36 3.62
H -1.61 1.93 7.41
H -0.65 0.46 7.59
H -1.80 0.60 6.25
H 0.50 3.34 7.28
H 1.65 3.02 5.97
H 1.58 1.94 7.38
C 2.61 0.86 2.22
C 2.18 1.51 1.01
C 2.58 1.04 -0.28
C 2.15 1.68 -1.40
C 1.26 2.78 -1.29
C 0.89 3.27 -0.06
C 1.36 2.65 1.10
C 0.72 3.36 -2.49
N 0.23 3.74 -3.46
H 2.65 1.45 3.12
H 3.35 0.07 2.15
H 3.27 0.21 -0.35
H 2.50 1.38 -2.38
H 0.26 4.15 0.00
H 1.14 3.07 2.07
*
```

***

Result set for calculated total energy: -929.7645, -3575.6425, -249.3599, -2027.4833 Eh, one per record in the order listed.
Result set for molar mass: 110.07, 951.97, 81.12, 722.51 g/mol, one per record in the order listed.